(1)
74
Properties=species:S:1:pos:R:3:lowdin_charge:R:1 method="wB97M-V/def2-TZVPD" e_tot_ev=-51036.38471 total_charge=0 relative_energy_ev=12.521 homo_energy_ev=-7.942 orbital_gap_ha=0.3157 multiplicity=1 smiles=CCN(CC)CC.CCN(CC)CC.CCN(CC)CC.ClCCCl
C 18.9244 7.0716 41.1715 -0.11
C 17.8719 7.6566 40.2833 -0.26
N 18.1310 7.4459 38.8061 -0.16
C 17.0947 7.0925 37.9163 -0.37
C 15.8827 7.6903 38.0949 -0.17
C 18.9122 8.6025 38.2504 -0.20
C 19.6217 8.2673 36.9613 -0.06
H 19.8161 7.7173 41.1262 0.06
H 19.4116 6.1528 40.6904 0.10
H 18.6890 6.7800 42.1510 0.04
H 17.5210 8.8609 40.5209 0.17
H 16.8707 7.2703 40.5642 0.08
H 16.8960 5.9416 38.1330 0.15
H 17.3262 6.9402 36.8496 0.14
H 15.3834 8.0376 39.0842 0.10
H 15.2884 6.9559 37.7591 0.01
H 15.6682 8.5290 37.3020 0.12
H 19.7250 8.7014 39.0285 0.12
H 18.5480 9.4880 38.4606 0.05
H 20.0144 7.3073 37.0475 0.08
H 20.5229 8.6033 36.8832 0.01
H 19.3096 8.5966 36.0579 0.05
C 13.2248 3.4327 38.6845 -0.05
C 14.3410 3.4561 39.7597 -0.19
N 14.5059 2.2072 40.6301 -0.16
C 14.9545 1.0252 40.0529 -0.37
C 15.8036 1.0598 38.9532 -0.09
C 15.5626 2.5948 41.5315 -0.27
C 15.3504 3.8388 42.4731 -0.08
H 13.2652 4.3765 38.2729 0.02
H 12.1271 3.1648 39.1975 0.14
H 13.2944 2.6142 38.1224 0.00
H 13.8910 4.0918 40.6198 0.12
H 15.1278 3.6955 39.2889 0.03
H 14.0684 0.6684 39.6317 0.10
H 14.8245 0.2213 40.7403 0.14
H 16.1101 1.8659 38.4214 0.06
H 15.5160 0.3053 38.3285 0.06
H 16.8585 0.7741 39.2975 0.12
H 16.6048 2.7474 41.1215 0.13
H 15.5701 1.6236 42.1189 0.13
H 14.3268 4.0652 42.7160 0.03
H 15.8665 4.8044 42.1213 0.09
H 15.7423 3.5867 43.4085 0.04
C 10.8550 13.3664 42.8818 -0.11
C 10.2919 12.1151 42.2022 -0.22
N 9.4685 11.1878 43.0809 -0.22
C 8.6322 10.1838 42.5061 -0.35
C 9.0408 9.6651 41.3063 -0.12
C 10.2904 10.6327 44.1372 -0.31
C 9.5489 10.9091 45.4352 -0.10
H 11.6810 13.1593 43.7552 0.12
H 10.1680 14.2297 43.2228 0.10
H 11.3599 13.8224 42.1451 0.00
H 11.0889 11.4701 41.9671 0.08
H 9.6726 12.4674 41.3310 0.14
H 7.8496 10.8793 42.3858 0.10
H 8.1207 9.6112 43.3939 0.17
H 9.7008 9.7720 40.5554 0.03
H 8.1139 9.2788 40.7101 0.13
H 9.6976 8.7436 41.5883 0.10
H 11.4653 10.9195 43.9340 0.14
H 10.6885 9.5416 44.0755 0.12
H 8.5464 10.5949 45.4543 0.04
H 9.6329 11.8953 45.8648 0.06
H 9.9819 10.2163 46.2459 0.09
Cl 12.4058 7.4080 39.1176 0.55
C 12.6051 7.2208 40.9115 -0.61
C 11.6928 6.0425 41.2657 -0.72
Cl 11.8098 5.7502 42.9711 0.60
H 12.3210 8.2087 41.3285 0.07
H 13.6361 6.9826 41.1332 0.05
H 11.9114 5.1875 40.5790 0.06
H 10.6497 6.2962 41.2645 0.04

***

(2)
96
Properties=species:S:1:pos:R:3:lowdin_charge:R:1 method="wB97M-V/def2-TZVPD" e_tot_ev=-113370.69455 total_charge=+2 relative_energy_ev=3.770 homo_energy_ev=-12.774 orbital_gap_ha=0.0441 multiplicity=1
Tl -17.7836 -33.8504 10.1597 0.99
N -17.3015 -31.3916 5.5381 -0.19
S -16.3475 -31.4926 4.3946 0.53
O -15.4592 -30.3325 4.0580 -0.22
O -16.7598 -32.3466 3.2455 -0.22
F -15.5217 -32.6013 5.3231 -0.23
S -18.5081 -30.4840 4.6358 0.61
O -19.7310 -31.1339 4.3146 -0.23
O -18.0138 -29.5064 3.6945 -0.25
F -19.0376 -29.5865 5.9058 -0.20
Cl -12.4232 -35.3651 -3.8268 0.51
C -13.8929 -35.7262 -2.7786 -0.61
C -13.5092 -36.6592 -1.6895 -0.68
Cl -14.1908 -38.2909 -1.9902 0.54
H -14.6450 -36.2238 -3.3910 0.05
H -14.2415 -34.8224 -2.2789 0.07
H -13.6379 -36.3466 -0.6532 0.08
H -12.4403 -36.8716 -1.7096 0.04
C -23.7422 -27.3135 -2.4266 -0.03
C -22.4971 -28.0929 -2.1886 -0.50
C -22.7105 -29.3566 -1.3192 -0.03
O -21.6794 -28.2407 -3.3127 0.05
H -24.2869 -27.7314 -3.2733 0.10
H -23.3163 -26.3254 -2.6008 0.09
H -24.4215 -27.2823 -1.5747 0.09
H -21.9010 -27.5343 -1.4670 0.14
H -23.0503 -30.1878 -1.9370 0.09
H -23.4857 -29.2655 -0.5584 0.08
H -21.8065 -29.5909 -0.7572 0.08
H -20.9090 -28.7557 -3.0621 0.11
C -18.9948 -23.0251 2.7187 -0.06
C -20.1960 -22.8856 1.7805 -0.44
C -21.4961 -23.4134 2.4540 -0.04
O -20.2464 -21.4632 1.4639 -0.03
H -18.2230 -22.4570 2.1994 0.07
H -18.6742 -24.0571 2.8617 0.08
H -19.0781 -22.5278 3.6850 0.09
H -19.9397 -23.3887 0.8482 0.13
H -21.3813 -24.4687 2.7017 0.08
H -22.3961 -23.2073 1.8746 0.07
H -21.7035 -22.8041 3.3336 0.08
H -19.4900 -21.2209 0.9248 0.09
O -20.6542 -36.4066 5.2094 0.08
C -21.4468 -36.5656 4.2904 -0.63
N -22.6846 -36.8388 4.5244 0.18
C -20.9972 -36.6670 2.8791 0.01
H -22.9060 -37.0560 5.4856 0.13
H -23.3851 -36.6726 3.8161 0.13
H -21.0600 -35.6571 2.4738 0.10
H -21.6842 -37.3546 2.3857 0.09
H -19.9589 -36.9944 2.8270 0.10
O -11.1392 -23.3498 0.8645 0.13
C -10.3646 -23.5766 1.7140 -0.66
N -9.2628 -22.9292 1.7929 0.19
C -10.6051 -24.7946 2.6096 0.02
H -8.4393 -23.1537 2.3328 0.13
H -9.1664 -22.0418 1.3203 0.13
H -11.1398 -25.5430 2.0246 0.08
H -11.3182 -24.4233 3.3456 0.09
H -9.6789 -25.2570 2.9507 0.08
O -23.6474 -32.6414 9.9699 0.02
C -24.8303 -32.3973 10.1133 -0.59
N -25.4977 -33.1342 10.9968 0.16
C -25.5003 -31.1612 9.4340 0.01
H -25.0470 -33.9673 11.3474 0.12
H -26.5014 -33.0818 11.0964 0.11
H -25.7155 -31.4038 8.3933 0.08
H -24.6701 -30.4673 9.3018 0.08
H -26.3772 -30.7780 9.9557 0.08
O -15.8613 -38.6500 7.0331 0.07
C -15.8581 -39.5405 6.2319 -0.62
N -16.6259 -40.5447 6.4758 0.17
C -14.9505 -39.6584 4.9266 0.03
H -17.2790 -40.3872 7.2300 0.13
H -16.5862 -41.3382 5.8521 0.12
H -14.5843 -38.6564 4.7032 0.08
H -15.4767 -40.2234 4.1571 0.08
H -14.0673 -40.1982 5.2682 0.08
O -15.6664 -28.8340 -3.2608 0.10
C -14.9887 -27.8407 -3.0434 -0.56
N -15.1408 -27.1444 -1.9045 0.17
C -14.0855 -27.2276 -4.1134 0.01
H -15.8031 -27.6112 -1.3016 0.12
H -14.7635 -26.2318 -1.6924 0.12
H -14.1754 -26.1489 -4.2424 0.09
H -14.3830 -27.8009 -4.9914 0.09
H -13.0192 -27.3507 -3.9243 0.09
O -13.6424 -29.0149 10.4002 0.01
C -12.6287 -28.3451 9.9658 -0.54
N -12.4274 -28.0582 8.7075 0.18
C -11.5934 -27.8613 10.9634 0.00
H -11.6592 -27.4509 8.4605 0.12
H -13.0767 -28.3246 7.9811 0.13
H -11.9355 -27.9035 11.9975 0.09
H -11.4864 -26.7827 10.8484 0.09
H -10.6871 -28.4309 10.7580 0.09

***

(3)
80
Properties=species:S:1:pos:R:3:lowdin_spin:R:1 method="wB97M-V/def2-TZVPD" e_tot_ev=-96548.12252 total_charge=+1 relative_energy_ev=1.037 homo_energy_ev="-7.436 / -7.375" orbital_gap_ha="0.1615 / 0.1599" multiplicity=8
Eu -0.7797 0.1751 -0.7001 7.04
P -0.2291 3.0175 -1.4299 0.00
C -1.8882 3.8678 -1.4806 0.00
C -3.0541 3.0126 -0.9251 0.00
N -2.8953 1.7859 -0.3662 0.00
C -3.9372 1.0199 0.0056 0.00
C -5.2305 1.4427 -0.2899 0.00
C -5.4229 2.6927 -0.8541 0.00
C -4.3354 3.5072 -1.1254 0.00
C -3.6818 -0.3847 0.5709 0.00
P -2.9868 -0.6679 2.1993 0.00
H -4.4114 4.4992 -1.5515 0.00
H -6.0600 0.7628 -0.1216 0.00
H -6.4200 3.0601 -1.0756 0.00
H -4.6769 -0.8645 0.6126 0.00
H -3.1479 -0.9632 -0.2155 0.00
H -1.8631 4.9599 -1.2377 0.00
H -2.1058 3.9637 -2.5639 0.00
H -1.1557 4.2977 2.7369 0.00
O -1.7470 4.0648 3.4992 0.00
H -2.4311 4.7485 3.3069 0.00
H -1.7542 -0.0080 2.5203 0.00
O -0.4706 -0.0507 1.5538 -0.02
H -0.2089 0.8214 1.9070 0.00
C -4.0231 -0.0034 3.4830 0.00
H -5.0168 -0.4750 3.5107 0.00
H -3.5208 -0.1413 4.4569 0.00
H -4.1389 1.0823 3.3148 0.00
C -2.5393 -2.4052 2.3805 0.00
H -1.5986 -2.5092 2.9520 0.00
H -3.3438 -2.9413 2.9162 0.00
H -2.3905 -2.8918 1.3982 0.00
C 0.1404 3.4683 -3.1766 0.00
H 0.3555 4.5477 -3.2250 0.00
H 0.9920 2.8872 -3.5550 0.00
H -0.7582 3.2413 -3.7732 0.00
C 0.8247 4.2430 -0.5404 0.00
H 1.8000 3.7789 -0.3224 0.00
H 0.9899 5.1259 -1.1762 0.00
H 0.3505 4.5372 0.4096 0.00
C 0.5674 -4.3680 0.7690 0.00
Si 0.8691 -3.3816 -0.8012 0.00
C 2.0262 -4.3321 -1.9393 0.00
C -0.8010 -3.1112 -1.6655 0.00
Si 1.8295 -1.3546 -0.2522 -0.01
Si 2.7232 -1.0890 1.8756 0.00
C 4.2254 -2.1973 1.9469 0.00
C 3.2453 0.7151 2.0318 0.00
C 1.4300 -1.6287 3.1325 0.00
Si 3.0815 -0.5032 -2.0095 0.00
C 4.5930 -1.6103 -2.1655 0.00
C 2.0197 -0.5701 -3.5831 0.00
C 3.5865 1.2707 -1.6729 0.00
H 0.4444 -5.4223 0.4818 0.00
H -0.3410 -4.0499 1.2965 0.00
H 1.4110 -4.3030 1.4677 0.00
H 1.5922 -5.3261 -2.1177 0.00
H 2.1712 -3.8438 -2.9108 0.00
H 3.0158 -4.4744 -1.4877 0.00
H -1.6082 -2.8434 -0.9600 0.00
H -0.7564 -2.3678 -2.4803 0.00
H -1.0797 -4.0738 -2.1222 0.00
H 4.9938 -1.8928 1.2252 0.00
H 4.6331 -2.1065 2.9636 0.00
H 3.9696 -3.2478 1.7604 0.00
H 2.4218 1.4235 1.8642 0.00
H 3.6126 0.8548 3.0597 0.00
H 4.0565 0.9684 1.3344 0.00
H 0.5726 -0.9423 3.0643 0.00
H 1.0543 -2.6480 2.9679 0.00
H 1.8721 -1.5611 4.1377 0.00
H 4.3404 -2.6474 -2.4211 0.00
H 5.2233 -1.1955 -2.9655 0.00
H 5.1785 -1.6217 -1.2367 0.00
H 1.3069 0.2715 -3.6335 0.00
H 2.7087 -0.4854 -4.4403 0.00
H 1.4608 -1.5152 -3.6818 0.00
H 2.7346 1.9229 -1.4356 0.00
H 4.3066 1.3264 -0.8473 0.00
H 4.0794 1.6555 -2.5777 0.00

***

(4)
84
Properties=species:S:1:pos:R:3:lowdin_charge:R:1 method="wB97M-V/def2-TZVPD" e_tot_ev=-101821.33606 total_charge=0 homo_energy_ev=-8.717 orbital_gap_ha=0.3302 multiplicity=1
C -3.7632 3.0941 4.3545 -0.11
C -3.1081 3.5235 3.0373 -0.25
C -2.1621 2.4407 2.5045 -0.19
C -2.8862 1.1905 2.1755 -0.21
N -3.4478 0.2585 1.7701 0.18
H -4.2709 4.0242 4.7419 0.09
H -3.0065 2.7569 5.1125 0.09
H -4.4196 2.2259 4.2815 0.07
H -2.5525 4.4401 3.2461 0.11
H -3.7998 3.7567 2.2891 0.09
H -1.2817 2.2359 3.1389 0.11
H -1.7646 2.7251 1.5523 0.09
C 0.4008 1.1462 0.6130 -0.08
C 0.8215 -0.3341 0.7374 -0.24
C -0.0381 -1.1363 1.6815 -0.19
C -0.1904 -0.5700 3.0302 -0.23
N -0.4248 -0.1975 4.0932 0.16
H -0.6675 1.1357 0.3746 0.06
H 0.9728 1.5759 -0.1716 0.05
H 0.5582 1.7520 1.5063 0.08
H 1.9026 -0.4307 0.9199 0.09
H 0.6869 -0.7885 -0.2261 0.08
H 0.1341 -2.2315 1.8011 0.13
H -1.0883 -1.1372 1.3367 0.10
C -1.4576 3.1361 -3.6506 -0.25
S -0.4041 1.6654 -3.4191 0.80
O -0.7801 0.7443 -4.5318 -0.56
C 1.1551 2.4380 -4.0179 -0.22
H -2.5162 2.8372 -3.5464 0.06
H -1.2220 3.4417 -4.6488 0.03
H -1.3352 3.9135 -2.8773 0.06
H 1.8347 1.6447 -4.1888 0.03
H 1.5904 3.1611 -3.3508 0.05
H 0.8926 2.8847 -4.9636 0.05
C 4.7562 5.1305 1.3269 -0.26
S 4.4266 3.8031 0.0865 0.77
O 3.0937 4.0441 -0.4994 -0.57
C 5.6067 4.4549 -1.2097 -0.22
H 4.0643 4.9079 2.1498 0.04
H 4.6381 6.1633 1.0163 0.05
H 5.7999 5.0497 1.6408 0.05
H 5.0589 5.3536 -1.4949 0.05
H 5.6060 3.7561 -2.0522 0.04
H 6.5982 4.6688 -0.8870 0.04
C -2.9788 -2.1379 4.5118 -0.27
S -2.7972 -3.5015 3.2881 0.78
O -2.9311 -4.7721 4.0643 -0.57
C -4.4062 -3.1267 2.4183 -0.25
H -3.9828 -2.2895 4.8976 0.04
H -2.9320 -1.1281 3.9958 0.03
H -2.1512 -2.2728 5.2407 0.05
H -5.2302 -3.3011 3.1409 0.06
H -4.5863 -3.9019 1.7109 0.02
H -4.3804 -2.1327 1.9612 0.01
C -0.5709 -4.9674 -2.7902 -0.24
S 1.1850 -4.3315 -2.9924 0.83
O 1.1932 -3.0731 -2.2148 -0.59
C 1.9914 -5.5930 -1.8294 -0.22
H -0.6515 -5.8894 -3.3713 0.05
H -1.2436 -4.2351 -3.2146 0.00
H -0.7589 -5.1377 -1.7098 0.06
H 1.8157 -6.6283 -2.0953 0.04
H 1.4736 -5.3777 -0.9076 0.03
H 3.0644 -5.2831 -1.9172 0.06
C 5.1018 -0.4161 0.5249 -0.23
S 4.3066 0.5417 -0.8707 0.80
O 5.4847 1.2083 -1.6325 -0.59
C 3.7820 -0.9200 -1.8819 -0.23
H 5.6923 0.2911 1.1436 0.06
H 5.7781 -1.1606 0.0862 0.05
H 4.2816 -0.8969 1.0147 0.02
H 2.7920 -1.3297 -1.6445 0.02
H 4.5923 -1.6286 -1.8417 0.04
H 3.7132 -0.5197 -2.8868 0.04
C -3.6106 -3.1151 -1.1280 -0.26
S -3.3734 -2.4184 -2.8074 0.81
O -4.5823 -1.6125 -3.2085 -0.55
C -2.1692 -1.1639 -2.3745 -0.27
H -4.4247 -3.8407 -1.2050 0.05
H -4.0179 -2.3057 -0.4930 0.05
H -2.6875 -3.4948 -0.7114 0.04
H -2.5468 -0.5073 -1.6172 0.05
H -2.0496 -0.7225 -3.3407 0.00
H -1.1959 -1.5627 -2.0951 0.04

***

(5)
81
Properties=species:S:1:pos:R:3:lowdin_spin:R:1 method="wB97M-V/def2-TZVPD" e_tot_ev=-86621.40628 total_charge=+3 homo_energy_ev="-16.582 / -17.029" orbital_gap_ha="0.1847 / 0.2123" multiplicity=4
Re -1.3872 1.3792 -0.7417 1.51
P -0.6422 1.2584 -2.9091 0.12
C -2.0882 2.1448 -3.5350 0.46
C -3.2947 2.0736 -2.8122 0.02
N -3.2249 1.7515 -1.4671 0.08
C -4.3057 1.7327 -0.6829 0.05
C -5.5850 1.9928 -1.2147 0.14
C -5.7030 2.2941 -2.5640 0.01
C -4.5903 2.3406 -3.3590 0.15
C -4.0802 1.3928 0.7676 0.04
P -2.3116 1.7787 1.3252 0.07
H -4.6442 2.5877 -4.4209 0.00
H -6.4593 1.9575 -0.5602 0.01
H -6.6880 2.5015 -2.9885 0.00
H -4.7926 1.9196 1.4193 0.00
H -4.2602 0.3129 0.9092 0.00
H -2.0278 4.9350 -3.6466 0.00
H -2.1291 2.3187 -4.6230 0.02
H -0.4378 5.7282 -0.9380 0.00
O -1.7989 5.8076 -3.2631 0.00
H -1.7642 6.4800 -3.9811 0.00
H 0.0570 2.0461 -0.2590 -0.02
O 0.0410 5.5306 -0.1025 0.00
H -0.5006 4.9166 0.4326 0.00
C -2.4963 3.5574 1.8621 0.00
H -3.2871 3.6607 2.6143 0.00
H -1.5599 3.9312 2.2985 0.00
H -2.7550 4.1999 1.0079 0.00
C -2.1835 0.8474 2.9346 0.01
H -1.2490 1.0990 3.4541 0.00
H -3.0216 1.0938 3.6015 0.00
H -2.1929 -0.2371 2.7593 0.00
C -0.6071 -0.3380 -3.8138 0.05
H -0.5515 -0.1788 -4.8948 0.00
H 0.2551 -0.9341 -3.5036 0.01
H -1.5139 -0.9167 -3.5975 0.00
C 0.8458 2.2047 -3.4026 0.02
H 1.7516 1.6471 -3.1438 0.00
H 0.8553 2.3984 -4.4776 0.00
H 0.8858 3.1658 -2.8744 0.00
C 0.3078 -2.1949 3.9899 0.00
Si 0.6012 -3.0886 2.3777 0.00
C 1.6037 -4.6224 2.7340 0.00
C -1.0562 -3.5748 1.6634 0.00
Si 1.6813 -1.7446 0.9132 0.02
Te 0.1724 -0.1991 0.0972 0.20
Si 3.3312 -0.5945 1.9434 -0.05
C 4.4561 -1.7601 2.8725 -0.01
C 4.3343 0.3731 0.7013 -0.01
C 2.5741 0.6423 3.1258 0.00
Si 2.4383 -2.9037 -0.8746 0.04
C 3.8236 -4.0631 -0.4017 0.01
C 1.0239 -3.8784 -1.6089 0.00
C 3.0707 -1.7239 -2.1800 0.01
H -0.2696 -2.8563 4.6603 0.00
H -0.2573 -1.2674 3.8073 0.00
H 1.2760 -1.9653 4.4611 0.00
H 1.0569 -5.2374 3.4721 0.00
H 1.7293 -5.2015 1.8063 0.00
H 2.5875 -4.3433 3.1437 0.00
H -1.6538 -2.6695 1.4745 0.00
H -0.9187 -4.1300 0.7227 0.00
H -1.5796 -4.2183 2.3937 0.00
H 4.9137 -2.4767 2.1724 0.00
H 5.2499 -1.1680 3.3642 0.00
H 3.8760 -2.3008 3.6369 0.00
H 3.6705 1.0369 0.1237 0.00
H 5.0816 0.9764 1.2471 0.00
H 4.8624 -0.3224 0.0320 0.00
H 1.9222 1.3310 2.5664 0.00
H 1.9876 0.1307 3.9027 0.00
H 3.3893 1.2134 3.6056 0.00
H 3.4800 -4.7853 0.3538 0.00
H 4.1495 -4.6084 -1.3064 0.00
H 4.6695 -3.4804 -0.0045 0.00
H 0.2044 -3.1938 -1.8818 0.00
H 1.3870 -4.4029 -2.5110 0.00
H 0.6714 -4.6217 -0.8767 0.00
H 2.2804 -1.0078 -2.4507 0.01
H 3.9461 -1.1723 -1.8087 0.00
H 3.3671 -2.3077 -3.0694 0.00